{"formula": "C5H7NO", "method": "the ωB97M-V functional and the def2-TZVPD basis", "homo_energy_ha": -0.3794, "smiles": "CC(=O)[C@@H](C)C#N", "total_energy_ev": -8835.692, "lumo_ha": 0.0249, "gap_ev": 11.00, "species": ["O", "N", "C", "C", "C", "C", "C", "H", "H", "H", "H", "H", "H", "H"], "xyz": [[0.1250, 1.8351, 0.3886], [-2.2211, -1.5689, 0.6308], [-0.0381, 0.8651, -0.3106], [1.0057, -0.5307, 1.5500], [-1.1561, -1.1436, 0.4764], [-0.4686, 0.9454, -1.7537], [0.1757, -0.5572, 0.2660], [0.2072, 0.3656, -2.3920], [0.6721, -1.1679, -0.4997], [-0.4801, 1.9884, -2.0737], [0.5677, 0.1662, 2.2666], [1.0636, -1.5261, 1.9974], [2.0188, -0.1889, 1.3198], [-1.4718, 0.5177, -1.8659]]}



{"formula": "C5H7NO", "method": "the ωB97M-V functional and the def2-TZVPD basis", "homo_energy_ha": -0.3110, "smiles": "CC1=CNC(=O)C1", "total_energy_ev": -8834.869, "lumo_ha": 0.0279, "gap_ev": 9.22, "species": ["O", "N", "C", "C", "C", "C", "C", "H", "H", "H", "H", "H", "H", "H"], "xyz": [[1.9836, -1.8971, 0.8283], [1.7190, 0.3733, 0.4017], [0.1871, -1.0931, -0.6597], [1.4040, -1.0027, 0.2652], [0.6121, 1.0947, -0.1325], [-0.3700, 0.3031, -0.5630], [-1.7422, 0.6142, -0.0471], [-1.6368, 0.3912, 1.0276], [0.5406, 2.1594, 0.0656], [0.5513, -1.3271, -1.6710], [-2.5584, 0.0026, -0.4265], [-1.9755, 1.6799, -0.1142], [1.7699, 0.6035, 1.3921], [-0.4849, -1.9019, -0.3667]]}



{"formula": "C5H7NO", "method": "the ωB97M-V functional and the def2-TZVPD basis", "homo_energy_ha": -0.3849, "smiles": "C[C@H](C#N)CC=O", "total_energy_ev": -8835.382, "lumo_ha": 0.0285, "gap_ev": 11.25, "species": ["O", "N", "C", "C", "C", "C", "C", "H", "H", "H", "H", "H", "H", "H"], "xyz": [[0.3821, -2.3071, -0.9462], [0.8465, 2.7731, -0.7327], [0.3051, 0.2851, 1.6232], [-0.6816, -0.1625, -0.7152], [0.8028, 1.6890, -0.3275], [-0.5297, -1.5678, -1.2254], [0.5316, 0.3103, 0.1089], [-0.8407, 0.4935, -1.5797], [1.1997, 0.6349, 2.1465], [-0.5242, 0.9497, 1.8829], [0.0821, -0.7308, 1.9642], [-1.3188, -1.8915, -1.9276], [1.3633, -0.3689, -0.1274], [-1.6184, -0.1073, -0.1438]]}



{"formula": "C5H7NO", "method": "the ωB97M-V functional and the def2-TZVPD basis", "homo_energy_ha": -0.3580, "smiles": "C/N=C/C=C\\C=O", "total_energy_ev": -8834.439, "lumo_ha": -0.0182, "gap_ev": 9.25, "species": ["O", "N", "C", "C", "C", "C", "C", "H", "H", "H", "H", "H", "H", "H"], "xyz": [[-0.4574, 2.0422, -1.1188], [-0.2584, -1.6585, 0.3330], [1.6035, 1.3957, -0.0687], [-0.0769, -0.4021, 0.2997], [1.2784, 0.1661, 0.3652], [0.6812, 2.3037, -0.7876], [-1.6410, -2.0853, 0.2522], [-1.7946, -2.6330, -0.6842], [-1.8540, -2.7768, 1.0737], [2.6160, 1.7691, 0.0683], [-2.3552, -1.2481, 0.2872], [1.1189, 3.2876, -1.0503], [2.0424, -0.4699, 0.8091], [-0.9029, 0.3094, 0.2213]]}



{"formula": "C5H7NO", "method": "the ωB97M-V functional and the def2-TZVPD basis", "homo_energy_ha": -0.2801, "smiles": "Cc1occc1N", "total_energy_ev": -8834.557, "lumo_ha": 0.0374, "gap_ev": 8.64, "species": ["O", "N", "C", "C", "C", "C", "C", "H", "H", "H", "H", "H", "H", "H"], "xyz": [[0.5339, -0.5392, 1.4788], [-1.3178, 0.4784, -1.3978], [-0.0442, -0.8122, 0.2424], [0.3085, 0.7373, 1.7659], [-0.7486, 0.3071, -0.1461], [-0.5096, 1.3210, 0.8436], [1.0739, -1.3972, -0.5710], [-1.6423, -0.3633, -1.8530], [-0.8357, 2.3531, 0.8494], [-1.9084, 1.2847, -1.5379], [1.7705, -0.5506, -0.7271], [0.8054, -1.7951, -1.5475], [0.9138, 1.1230, 2.5749], [1.6005, -2.1469, 0.0254]]}



{"formula": "C5H7NO", "method": "the ωB97M-V functional and the def2-TZVPD basis", "homo_energy_ha": -0.3374, "total_energy_ev": -8830.518, "lumo_ha": -0.0217, "gap_ev": 8.59, "species": ["O", "N", "C", "C", "C", "C", "C", "H", "H", "H", "H", "H", "H", "H"], "xyz": [[-0.1455, 1.7016, 0.2779], [-1.2408, 2.3980, -1.8052], [0.2178, 0.5735, -0.6450], [-0.5634, 1.7204, -1.0002], [0.2843, -1.2472, 1.0100], [1.7302, -1.4778, 0.8842], [-0.3819, -0.7546, -0.2760], [-1.4683, -0.6641, -0.1722], [-0.0049, -2.3034, 1.2241], [2.1170, -1.5966, 1.9170], [-1.6026, 3.2363, -1.3491], [-0.1695, -1.4607, -1.0863], [1.2848, 0.5563, -0.8704], [-0.0573, -0.6817, 1.8912]]}



{"formula": "C5H7NO", "method": "the ωB97M-V functional and the def2-TZVPD basis", "homo_energy_ha": [-0.2555, -0.2554], "total_energy_ev": -8831.289, "lumo_ha": [0.0071, 0.0071], "gap_ev": [7.15, 7.14], "species": ["O", "N", "C", "C", "C", "C", "C", "H", "H", "H", "H", "H", "H", "H"], "xyz": [[-0.1796, 2.2619, 0.2693], [1.1175, -0.5362, -1.6108], [-0.8184, 1.1923, 0.6427], [-0.0318, 1.6056, -1.1306], [0.3925, 0.1893, -0.7411], [-0.1441, -1.2838, 1.3766], [-0.1532, -0.0919, 0.4719], [-1.8181, 1.3337, 1.0787], [1.5845, -0.0155, -2.3418], [0.3895, -2.1173, 0.9050], [0.3384, -1.0830, 2.3412], [-1.1625, -1.6373, 1.5834], [1.5472, -1.4013, -1.3172], [-1.0619, 1.5834, -1.5274]]}



{"formula": "C5H7NO", "method": "the ωB97M-V functional and the def2-TZVPD basis", "homo_energy_ha": -0.3246, "smiles": "C1=N[C@H]2C[C@H]2CO1", "total_energy_ev": -8832.018, "lumo_ha": 0.0377, "gap_ev": 9.86, "species": ["O", "N", "C", "C", "C", "C", "C", "H", "H", "H", "H", "H", "H", "H"], "xyz": [[1.7173, 0.6129, 0.0937], [0.6672, -1.4252, 0.3244], [-1.6301, -0.2715, 0.2571], [-0.6719, 0.5127, -0.6313], [-0.5047, -0.9848, -0.4425], [0.4512, 1.2958, 0.0269], [1.6941, -0.6993, 0.3255], [-1.0522, 0.9206, -1.5652], [0.7126, 2.2051, -0.5130], [0.1962, 1.5663, 1.0554], [2.6692, -1.1252, 0.5447], [-0.0511, -2.0732, -0.7168], [-2.6517, -0.4056, -0.0979], [-1.5460, -0.1284, 1.3391]]}



{"formula": "C5H7NO", "method": "the ωB97M-V functional and the def2-TZVPD basis", "homo_energy_ha": -0.3703, "smiles": "CC1=CC=NC1=O.[H][H]", "total_energy_ev": -8834.172, "lumo_ha": -0.0362, "gap_ev": 9.09, "species": ["O", "N", "C", "C", "C", "C", "C", "H", "H", "H", "H", "H", "H", "H"], "xyz": [[-0.6908, 1.4807, -1.2002], [-1.8489, 0.9874, 0.7764], [-1.5218, 0.1962, 1.7286], [0.2676, -0.1172, 0.3697], [1.5339, -0.4290, -0.3465], [-0.2249, -0.5243, 1.5402], [-0.7599, 0.8724, -0.1667], [0.2059, -1.2254, 2.2457], [2.1233, 0.4856, -0.4750], [-0.4116, 0.0796, -3.1200], [-2.1557, 0.0799, 2.6059], [-0.0614, -0.4794, -3.4648], [1.3332, -0.8189, -1.3501], [2.1328, -1.1583, 0.2054]]}



{"formula": "C5H7NO", "method": "the ωB97M-V functional and the def2-TZVPD basis", "homo_energy_ha": -0.3319, "smiles": "OCC#C[C@H]1CN1", "total_energy_ev": -8831.995, "lumo_ha": 0.0259, "gap_ev": 9.74, "species": ["O", "N", "C", "C", "C", "C", "C", "H", "H", "H", "H", "H", "H", "H"], "xyz": [[1.3195, -1.4463, -0.5718], [-2.0036, 0.3729, 1.1094], [1.2126, 0.8710, 0.0111], [0.0825, 1.2983, 0.0850], [2.0896, -0.2523, -0.3699], [-1.3585, 1.1853, 0.0799], [-1.6040, -0.2748, -0.1320], [-1.3559, 0.1790, 1.8680], [-0.6892, -0.8817, -0.1816], [1.2594, -1.9345, 0.2602], [2.5546, -0.0481, -1.3364], [-2.3992, -0.5761, -0.8006], [-1.9821, 1.9401, -0.3908], [2.8745, -0.4329, 0.3697]]}



{"formula": "C5H7NO", "method": "the ωB97M-V functional and the def2-TZVPD basis", "homo_energy_ha": -0.3141, "total_energy_ev": -8832.878, "lumo_ha": 0.0268, "gap_ev": 9.28, "species": ["O", "N", "C", "C", "C", "C", "C", "H", "H", "H", "H", "H", "H", "H"], "xyz": [[-1.7859, -0.3648, -0.1761], [0.1358, -2.0497, 0.4092], [0.7449, 0.3738, 0.7283], [-0.0402, 1.2873, 1.6241], [0.5686, -0.9866, 0.7580], [-0.6858, -0.6114, -0.5337], [-0.0548, -0.7184, -1.8902], [0.2929, 1.2473, 2.6691], [0.0543, 2.3201, 1.2768], [-0.3736, 0.1504, -2.4725], [-1.1029, 1.0129, 1.5931], [-0.4284, -1.6289, -2.3705], [1.0334, -0.7627, -1.8451], [1.6418, 0.7305, 0.2295]]}



{"formula": "C5H7NO", "method": "the ωB97M-V functional and the def2-TZVPD basis", "homo_energy_ha": -0.3226, "smiles": "C[C@]1(C=O)C=C1N", "total_energy_ev": -8833.124, "lumo_ha": 0.0317, "gap_ev": 9.64, "species": ["O", "N", "C", "C", "C", "C", "C", "H", "H", "H", "H", "H", "H", "H"], "xyz": [[0.9700, -1.9793, 0.6217], [2.1326, 0.4832, -0.8420], [0.9969, 0.6113, -0.0802], [-1.7874, 0.2177, -0.3967], [-0.3762, -0.0675, 0.1445], [-0.1380, -1.5118, 0.4539], [0.2932, 1.0357, 0.9140], [-1.0234, -2.1815, 0.3987], [-2.4267, 0.4893, 0.4583], [-2.2618, -0.6520, -0.8686], [2.8279, 1.2058, -0.7009], [0.0811, 1.7352, 1.7039], [2.5411, -0.4388, -0.7067], [-1.8293, 1.0528, -1.0998]]}



Max |F| readings, ordered: 1.1 0.9 1.2 0.5 0.7 0.5 0.6 4.0 0.6 0.8 0.8 0.5 eV Å⁻¹